1.
Below is the molecule C19H24N2O4S in a non-equilibrium geometry, with properties calculated with the ωB97M-V functional and the def2-TZVPD basis.

Summary:
E_tot = -1547.00684 Ha
structure (SMILES) = COc1ccc(OC)c(S(=O)(=O)N2CCN(Cc3ccccc3)CC2)c1
gap between HOMO and LUMO = 8.8 eV
net charge = 0

XYZ file:
```
50
Properties=species:S:1:pos:R:3:lowdin_charge:R:1
C -0.178 -0.820 -6.499 -0.09
O -0.234 -0.607 -5.108 -0.08
C 0.033 -1.660 -4.285 -0.27
C 0.359 -2.949 -4.701 -0.01
C 0.607 -3.920 -3.758 0.01
C 0.547 -3.676 -2.377 -0.25
O 0.830 -4.776 -1.649 -0.07
C 0.856 -4.794 -0.235 -0.07
C 0.215 -2.381 -1.969 -0.15
S 0.068 -1.824 -0.255 0.70
O -1.012 -2.544 0.366 -0.29
O 1.365 -1.898 0.363 -0.28
N -0.367 -0.213 -0.417 -0.26
C -1.721 0.115 -0.027 -0.18
C -1.830 0.319 1.483 -0.17
N -0.897 1.350 1.902 -0.17
C -1.031 1.673 3.313 -0.16
C -0.262 2.919 3.655 -0.23
C 0.549 2.981 4.780 -0.05
C 1.238 4.143 5.086 -0.09
C 1.128 5.252 4.267 -0.10
C 0.325 5.196 3.139 -0.08
C -0.368 4.038 2.838 -0.04
C 0.462 0.951 1.576 -0.16
C 0.593 0.756 0.068 -0.17
C -0.031 -1.406 -2.920 0.01
H -0.910 -1.567 -6.821 0.10
H 0.823 -1.128 -6.819 0.10
H -0.420 0.140 -6.952 0.09
H 0.423 -3.205 -5.746 0.11
H 0.862 -4.922 -4.063 0.12
H 1.136 -5.815 0.021 0.10
H -0.121 -4.560 0.188 0.08
H 1.592 -4.095 0.163 0.08
H -2.006 1.034 -0.550 0.13
H -2.366 -0.704 -0.342 0.12
H -1.628 -0.646 1.978 0.12
H -2.844 0.639 1.735 0.13
H -2.095 1.850 3.510 0.13
H -0.704 0.837 3.957 0.13
H 0.642 2.116 5.421 0.11
H 1.865 4.179 5.965 0.10
H 1.668 6.157 4.504 0.10
H 0.237 6.060 2.496 0.10
H -0.993 3.982 1.960 0.11
H 0.738 0.005 2.074 0.13
H 1.145 1.737 1.908 0.13
H 0.406 1.701 -0.450 0.13
H 1.588 0.390 -0.179 0.12
H -0.282 -0.411 -2.594 0.12
```


2.
Below is the molecule C19H24N2O5 in a non-equilibrium geometry, with properties calculated with the ωB97M-V functional and the def2-TZVPD basis.

Summary:
E_tot = -1224.11156 Ha
structure (SMILES) = CCOc1ccc(CN(C)C(=O)[C@H](C)NC(=O)c2ccco2)cc1OC
gap between HOMO and LUMO = 8.9 eV
net charge = 0

XYZ file:
```
50
Properties=species:S:1:pos:R:3:lowdin_charge:R:1
C -2.266 5.634 -3.690 -0.06
C -1.382 4.405 -3.831 -0.26
O -1.557 3.623 -2.668 -0.09
C -0.898 2.426 -2.557 -0.18
C -0.016 1.953 -3.520 -0.01
C 0.639 0.742 -3.377 -0.05
C 0.413 -0.043 -2.260 -0.22
C 1.108 -1.364 -2.068 -0.10
N 1.771 -1.440 -0.776 -0.09
C 2.765 -0.425 -0.508 -0.03
C 1.307 -2.308 0.142 -0.42
O 0.407 -3.099 -0.090 0.06
C 1.988 -2.318 1.514 -0.27
C 3.177 -3.287 1.478 -0.01
N 1.010 -2.767 2.475 0.11
C 0.808 -2.136 3.651 -0.43
O 1.498 -1.212 4.047 0.07
C -0.310 -2.681 4.440 -0.18
C -0.777 -2.301 5.672 0.01
C -1.866 -3.151 5.959 -0.05
C -1.983 -3.982 4.886 -0.11
O -1.052 -3.709 3.965 0.05
C -0.467 0.420 -1.295 0.06
C -1.127 1.638 -1.410 -0.18
O -1.939 1.922 -0.356 -0.06
C -2.708 3.102 -0.304 -0.07
H -1.981 6.199 -2.806 0.08
H -2.160 6.267 -4.566 0.08
H -3.306 5.336 -3.590 0.08
H -1.672 3.830 -4.722 0.13
H -0.330 4.706 -3.932 0.13
H 0.176 2.539 -4.404 0.10
H 1.318 0.413 -4.149 0.11
H 0.381 -2.182 -2.091 0.13
H 1.846 -1.524 -2.861 0.13
H 2.372 0.359 0.144 0.10
H 3.048 0.032 -1.454 0.10
H 3.656 -0.855 -0.051 0.08
H 2.311 -1.323 1.832 0.14
H 2.827 -4.282 1.213 0.09
H 3.917 -2.973 0.746 0.07
H 3.645 -3.325 2.459 0.09
H 0.348 -3.452 2.134 0.14
H -0.379 -1.514 6.278 0.12
H -2.477 -3.145 6.838 0.10
H -2.667 -4.780 4.670 0.12
H -0.669 -0.169 -0.413 0.14
H -3.425 3.156 -1.126 0.09
H -2.081 3.996 -0.313 0.09
H -3.245 3.046 0.643 0.09
```


3.
Below is the molecule C19H24N4O3, with properties calculated with the ωB97M-V functional and the def2-TZVPD basis.

Summary:
E_tot = -1183.15636 Ha
structure (SMILES) = CC#CC[C@H](NC(=O)c1ncn2ccccc12)C(=O)N[C@H](CO)CCC
gap between HOMO and LUMO = 8.5 eV
net charge = 0

XYZ file:
```
50
Properties=species:S:1:pos:R:3:lowdin_charge:R:1
C -3.866 -2.785 2.190 -0.11
C -2.560 -2.174 1.954 -0.08
C -1.487 -1.674 1.760 -0.03
C -0.189 -1.045 1.507 -0.15
C -0.288 0.101 0.498 -0.21
N -0.843 -0.415 -0.738 0.12
C -1.422 0.346 -1.690 -0.43
O -1.422 1.575 -1.668 0.04
C -2.059 -0.415 -2.778 -0.15
N -2.072 -1.779 -2.835 0.13
C -2.708 -2.101 -3.929 -0.13
N -3.122 -0.985 -4.607 0.00
C -3.817 -0.861 -5.791 -0.04
C -4.107 0.367 -6.254 -0.07
C -3.700 1.532 -5.526 -0.07
C -3.017 1.416 -4.362 0.01
C -2.709 0.119 -3.873 -0.12
C 1.100 0.757 0.381 -0.43
O 1.872 0.721 1.328 0.05
N 1.377 1.384 -0.773 0.13
C 2.631 2.089 -0.979 -0.30
C 2.349 3.312 -1.831 -0.20
O 1.900 2.862 -3.107 -0.05
C 3.683 1.154 -1.573 -0.17
C 5.051 1.794 -1.761 -0.26
C 6.093 0.784 -2.224 -0.12
H -4.630 -2.019 2.322 0.07
H -4.156 -3.414 1.349 0.07
H -3.845 -3.403 3.088 0.07
H 0.234 -0.652 2.428 0.12
H 0.520 -1.792 1.138 0.13
H -0.956 0.876 0.889 0.17
H -0.928 -1.415 -0.850 0.13
H -2.902 -3.098 -4.289 0.13
H -4.093 -1.781 -6.286 0.13
H -4.651 0.462 -7.182 0.10
H -3.944 2.513 -5.911 0.10
H -2.698 2.269 -3.784 0.11
H 0.652 1.500 -1.466 0.11
H 2.978 2.434 -0.001 0.15
H 1.580 3.915 -1.339 0.13
H 3.256 3.917 -1.924 0.11
H 1.473 3.592 -3.562 0.09
H 3.772 0.300 -0.896 0.12
H 3.316 0.771 -2.528 0.12
H 4.986 2.604 -2.492 0.10
H 5.375 2.248 -0.818 0.12
H 7.070 1.250 -2.361 0.07
H 6.205 -0.022 -1.497 0.07
H 5.801 0.334 -3.175 0.07
```


4.
Below is a structure of composition C19H24N7O9SV in a non-equilibrium geometry, with properties calculated with the ωB97M-V functional and the def2-TZVPD basis.

Summary:
2S+1 = 4
E_tot = -3141.32498 Ha
gap between HOMO and LUMO (spin up / spin down) = 5.5 / 7.2 eV
⟨S²⟩ = 3.7705
net charge = -1

XYZ file:
```
61
Properties=species:S:1:pos:R:3:mulliken_spin:R:1
V -0.939 -0.029 0.012 2.74
C 2.560 2.266 3.055 0.00
N 1.371 2.459 2.254 0.02
C 0.240 3.080 2.938 0.00
C 1.062 1.599 1.250 0.01
O -0.095 1.452 0.886 -0.04
C 2.195 0.827 0.586 0.01
O 1.731 0.121 -0.541 0.01
C 2.208 0.640 -1.781 0.01
C 1.726 2.057 -2.116 0.00
O 1.458 2.835 -1.213 0.00
N 1.765 2.439 -3.417 0.00
C 0.921 3.550 -3.823 0.00
C 2.218 1.595 -4.509 0.00
H 2.787 3.193 3.580 0.00
H 3.414 2.009 2.430 0.00
H 2.421 1.475 3.803 0.00
H 0.585 3.983 3.442 0.00
H -0.217 2.394 3.654 0.00
H -0.516 3.330 2.200 0.00
H 2.584 0.084 1.293 0.00
H 3.002 1.509 0.307 0.00
H 1.902 -0.081 -2.536 0.00
H 3.306 0.673 -1.739 0.00
H 0.493 4.002 -2.934 0.00
H 0.111 3.173 -4.453 0.00
H 1.501 4.292 -4.377 0.00
H 1.412 0.964 -4.880 0.00
H 3.058 0.974 -4.199 0.00
H 2.562 2.246 -5.314 0.00
O -1.730 -2.709 -4.910 0.00
C -2.346 -3.391 -3.961 0.00
O -2.922 -4.432 -4.190 0.00
C -2.283 -2.824 -2.594 0.00
C -2.765 -3.421 -1.453 0.05
N -2.458 -2.611 -0.420 0.04
N -1.801 -1.525 -0.821 -0.09
C -1.694 -1.617 -2.140 0.09
C -1.081 -0.434 -2.781 -0.01
O -0.822 -0.475 -4.007 0.02
O -0.886 0.547 -2.008 -0.01
H -1.347 -1.827 -4.587 0.00
H -3.297 -4.348 -1.331 0.01
H -2.686 -2.720 0.553 0.00
S -5.157 1.161 1.497 0.08
C -3.679 0.795 0.967 0.17
N -2.612 0.515 0.568 -0.12
C -1.255 -1.690 5.242 0.00
N -0.736 -1.936 3.911 0.00
C -0.160 -3.123 3.581 0.00
C 0.312 -3.355 2.345 0.00
C 0.140 -2.331 1.321 0.00
O 0.537 -2.489 0.164 0.00
N -0.500 -1.166 1.678 -0.06
C -0.855 -0.891 2.960 0.04
O -1.263 0.190 3.363 0.01
H -1.466 -2.642 5.728 0.00
H -2.165 -1.100 5.161 0.00
H -0.544 -1.126 5.851 0.00
H -0.101 -3.853 4.378 0.00
H 0.795 -4.280 2.074 0.00
```


5.
Below is a structure of composition C19H25AsN3O2W in a non-equilibrium geometry, with properties calculated with the ωB97M-V functional and the def2-TZVPD basis.

Summary:
2S+1 = 3
E_tot = -3355.46876 Ha
gap between HOMO and LUMO (spin up / spin down) = 5.2 / 4.8 eV
⟨S²⟩ = 2.0422
net charge = +3

XYZ file:
```
51
Properties=species:S:1:pos:R:3:mulliken_spin:R:1
W -0.762 0.674 -0.900 1.96
O -2.119 -3.250 -0.726 -0.01
C -1.052 -3.980 -0.812 -0.01
C -0.992 -5.363 -0.735 0.00
C 0.219 -6.063 -0.841 -0.01
C 1.444 -5.437 -1.077 0.00
C 1.373 -4.084 -1.274 0.00
C 0.174 -3.338 -1.153 -0.03
C 0.267 -1.921 -1.318 0.01
O -0.865 -1.078 -1.306 -0.05
N 1.387 -1.291 -1.452 0.00
N 1.101 0.086 -1.543 -0.13
C 2.009 0.961 -1.967 0.14
C 1.522 2.286 -2.044 0.03
C 2.353 3.320 -2.243 0.03
C 1.784 4.564 -2.408 0.02
C 0.370 4.715 -2.393 0.01
C -0.404 3.631 -2.045 0.01
N 0.134 2.422 -1.807 -0.03
H -2.883 -3.738 -0.518 0.00
H -1.819 -5.947 -0.335 0.00
H 0.190 -7.102 -0.720 0.00
H 2.339 -6.075 -1.231 0.00
H 2.284 -3.557 -1.577 0.00
H 2.987 0.547 -2.256 0.00
H 3.470 3.110 -2.235 0.00
H 2.430 5.434 -2.513 0.00
H 0.025 5.771 -2.433 0.00
H -1.479 3.752 -1.880 0.00
C 0.153 3.615 2.339 0.00
C 0.980 2.350 2.310 0.01
As -0.158 0.912 1.612 -0.01
C -2.034 1.261 2.121 0.00
C -2.793 1.148 0.772 0.09
C 0.438 -0.864 2.243 0.01
C -0.733 -1.850 2.247 0.00
H 0.931 4.373 2.439 0.00
H -0.567 3.751 3.173 0.00
H -0.290 3.757 1.388 0.00
H 1.336 2.029 3.311 0.00
H 1.817 2.564 1.651 0.00
H -2.245 2.176 2.644 0.00
H -2.348 0.392 2.665 0.00
H -2.434 1.892 -0.073 0.00
H -3.784 1.648 0.900 0.01
H -2.832 0.131 0.364 -0.03
H 0.745 -0.653 3.292 0.00
H 1.302 -1.104 1.648 0.00
H -1.695 -1.566 2.510 0.00
H -0.471 -2.703 2.914 0.00
H -0.805 -2.306 1.270 0.00
```